Entry 1:
# C2H3NO2

An isolated molecule of C2H3NO2 in a non-equilibrium geometry (the ωB97M-V functional and the def2-TZVPD basis, the OMol25 dataset).

Structure (ORCA input):
```
! RIJCOSX wB97M-V def2-TZVPD def2/J DEFGRID3
* xyz 0 1
H 1.0424 1.6142 -0.3034
N 0.7815 0.9308 0.3951
C -0.1879 0.1215 0.3170
O -0.7272 -0.4513 1.3838
C -0.2276 -0.6445 -1.0837
O -0.7302 -1.6908 -1.3152
H -0.5434 0.0915 2.1680
H 0.5924 0.0287 -1.5614
*
```

## Properties
LUMO   0.1 eV
Energy relative to the best compared isomer or geometry (same formula, charge and spin)   45.0 kcal per mole
SMILES   [H]/N=C(/O)C=O

Löwdin charges in e: H 0.060; N 0.125; C -0.452; O 0.095; C -0.191; O 0.110; H 0.125; H 0.129

=====

Entry 2:
# C4H3BrCl2

A cluster of 2 separate species, C4H3BrCl2 in total in a non-equilibrium geometry (the ωB97M-V functional and the def2-TZVPD basis, the OMol25 dataset).

Structure (ORCA input):
```
! RIJCOSX wB97M-V def2-TZVPD def2/J DEFGRID3
* xyz 0 1
Cl -3.0939 -1.4723 -0.2219
C -2.4388 -0.0247 0.4272
C -1.2955 0.3556 -0.1431
Br -0.3876 1.8946 0.4184
H -2.7624 0.5294 1.2649
H -0.7894 0.0206 -0.9821
C 2.9260 0.3083 -0.5450
C 2.5343 -0.6558 0.0714
Cl 1.7810 -1.9457 0.7869
H 3.5263 0.9901 -1.0767
*
```

## Properties
LUMO   0.7 eV
Energy relative to the best compared isomer or geometry (same formula, charge and spin)   30.9 kcal per mole
SMILES   Cl/C=C/Br.C#CCl

Here are the Löwdin charges for atoms 1 to 8, given in e: Cl 0.619; C -0.661; C -0.698; Br 0.684; H 0.052; H 0.012; C 0.019; C -0.723

=====

Entry 3:
# C39H49N7O3

A cluster of 7 separate species, C39H49N7O3 in total in a non-equilibrium geometry (the ωB97M-V functional and the def2-TZVPD basis, the OMol25 dataset).

Structure (ORCA input):
```
! RIJCOSX wB97M-V def2-TZVPD def2/J DEFGRID3
* xyz 0 1
C 2.8681 -2.7533 5.0109
O 2.8848 -1.5733 5.9216
C 2.9143 -0.3118 5.1148
C 1.3581 0.1549 4.7203
C 1.1671 0.3626 3.0786
C -0.3433 -0.0500 2.5921
C -0.6697 -1.6639 2.6535
C 0.5724 -2.4325 1.9092
C 0.3083 -4.0130 1.5637
O 0.7003 -4.2207 0.1572
C 2.1449 -4.4589 0.0119
N 3.2626 -3.5410 0.4564
O 2.5028 -5.6015 -0.6349
H 1.7919 -3.0136 4.6189
H 3.5915 -2.6428 4.0894
H 3.2800 -3.6790 5.6339
H 3.4385 0.5768 5.7086
H 3.5353 -0.4639 4.1299
H 1.1964 1.2221 5.2263
H 0.5476 -0.5837 5.1367
H 1.2636 1.5373 2.9027
H 2.0391 -0.1271 2.4700
H -0.5173 0.3286 1.4853
H -1.1330 0.4960 3.2973
H -1.7070 -1.8050 2.0851
H -0.8654 -2.0394 3.7553
H 0.7584 -1.8846 0.8668
H 1.5861 -2.3465 2.5086
H -0.8677 -4.1831 1.6656
H 0.8029 -4.7706 2.3185
H 2.9714 -2.5235 0.3629
H 3.4734 -3.6489 1.4938
C 4.4931 2.0345 -1.4306
C 4.5768 0.6485 -1.5108
C 3.7611 -0.1066 -0.6833
N 2.8899 0.4255 0.2017
C 2.8323 1.7738 0.2581
C 3.6040 2.6122 -0.5302
H 5.1157 2.6594 -2.0643
H 5.2603 0.1676 -2.2013
H 3.7872 -1.1921 -0.7109
H 2.1261 2.1766 0.9788
H 3.5147 3.6892 -0.4441
C 5.2971 7.8178 1.7572
C 6.1297 7.2959 0.7729
C 5.5507 6.5865 -0.2672
N 4.2222 6.3681 -0.3797
C 3.4394 6.8855 0.5919
C 3.9243 7.6113 1.6680
H 5.7144 8.3806 2.5871
H 7.2035 7.4384 0.8142
H 6.1580 6.1621 -1.0614
H 2.3759 6.6942 0.4796
H 3.2486 8.0055 2.4185
C -5.8407 -0.2049 0.6913
C -5.9429 -0.0636 2.0712
C -4.7982 0.2546 2.7843
N -3.5848 0.4324 2.2173
C -3.5164 0.2868 0.8762
C -4.6049 -0.0262 0.0780
H -6.7165 -0.4526 0.0987
H -6.8912 -0.1974 2.5792
H -4.8272 0.3789 3.8629
H -2.5299 0.4326 0.4451
H -4.4922 -0.1289 -0.9953
C -4.4911 -6.6706 -0.9455
C -3.1570 -6.3082 -1.0984
C -2.6708 -5.2594 -0.3344
N -3.4190 -4.5638 0.5497
C -4.7109 -4.9375 0.6751
C -5.2867 -5.9744 -0.0413
H -4.9076 -7.4885 -1.5261
H -2.5112 -6.8301 -1.7953
H -1.6355 -4.9410 -0.4153
H -5.2915 -4.3615 1.3903
H -6.3299 -6.2327 0.1014
C -5.7965 -4.0859 -5.5492
C -5.3669 -4.4980 -4.2922
C -6.2900 -4.5216 -3.2590
N -7.5850 -4.1634 -3.4001
C -7.9723 -3.7661 -4.6316
C -7.1248 -3.7126 -5.7265
H -5.1021 -4.0556 -6.3838
H -4.3382 -4.7941 -4.1211
H -6.0041 -4.8387 -2.2603
H -9.0171 -3.4814 -4.7183
H -7.4909 -3.3873 -6.6937
C 2.0310 6.4659 -3.9723
C 1.5417 6.4070 -5.2729
C 2.4125 6.6850 -6.3143
N 3.7112 7.0144 -6.1402
C 4.1570 7.0653 -4.8663
C 3.3646 6.8005 -3.7609
H 1.3787 6.2532 -3.1304
H 0.5072 6.1504 -5.4711
H 2.0791 6.6491 -7.3474
H 5.2035 7.3344 -4.7531
H 3.7766 6.8544 -2.7595
*
```

## Properties
LUMO   0.5 eV
SMILES   COCCCCCCCOC(N)=O.c1ccncc1.c1ccncc1.c1ccncc1.c1ccncc1.c1ccncc1.c1ccncc1

Here are the Löwdin charges for atoms 1 to 8, given in e: C -0.124; O -0.256; C -0.192; C -0.151; C -0.226; C -0.225; C -0.196; C -0.186

=====

Entry 4:
# C4H8O

An isolated molecule of C4H8O in a non-equilibrium geometry (the ωB97M-V functional and the def2-TZVPD basis, the OMol25 dataset).

Structure (ORCA input):
```
! RIJCOSX wB97M-V def2-TZVPD def2/J DEFGRID3
* xyz 0 1
C 1.3573 -0.0646 0.5409
C 0.0647 0.2015 -0.3320
O 0.3687 0.6105 -1.6263
C -1.2120 0.7145 0.3008
C -1.0426 -0.7529 0.0013
H 1.2813 -0.5264 1.5555
H 1.8310 0.8994 0.6978
H 2.0590 -0.7265 0.0047
H 0.4782 -0.1933 -2.1519
H -1.2538 1.0650 1.3292
H -1.8537 1.3004 -0.3684
H -0.3530 -1.2069 0.6908
H -1.7251 -1.3207 -0.6424
*
```

## Properties
LUMO   1.0 eV
Energy relative to the best compared isomer or geometry (same formula, charge and spin)   45.5 kcal per mole
SMILES   CC1(O)CC1

Here are the Löwdin charges for atoms 1 to 8, given in e: C -0.025; C -0.565; O 0.005; C -0.067; C -0.088; H 0.089; H 0.071; H 0.081

=====

Entry 5:
# C2H4BrNO2

An isolated molecule of C2H4BrNO2 in a non-equilibrium geometry (the ωB97M-V functional and the def2-TZVPD basis, the OMol25 dataset).

Structure (ORCA input):
```
! RIJCOSX wB97M-V def2-TZVPD def2/J DEFGRID3
* xyz 0 1
C 0.6190 -0.8751 -0.0502
C -0.6331 -0.0804 -0.0665
Br -1.5201 -0.4248 1.5515
N -0.1868 1.3598 -0.1395
O -0.0899 1.7893 -1.2823
O 0.0928 1.8545 0.8958
H 1.2237 -0.3418 0.6760
H 1.1920 -1.1558 -0.9698
H 0.4838 -1.8599 0.3422
H -1.1816 -0.2658 -0.9571
*
```

## Properties
LUMO   0.1 eV
Energy relative to the best compared isomer or geometry (same formula, charge and spin)   74.5 kcal per mole
SMILES   C[C@@H](Br)[N+](=O)[O-]

Here are the Löwdin charges for atoms 1 to 8, given in e: C -0.157; C -0.717; Br 0.838; N -0.454; O 0.083; O 0.061; H 0.083; H 0.110

=====

Entry 6:
# C8H16Cl2ORh

A structure of composition C8H16Cl2ORh in a non-equilibrium geometry (the ωB97M-V functional and the def2-TZVPD basis, the OMol25 dataset).

Structure (ORCA input):
```
! RIJCOSX wB97M-V def2-TZVPD def2/J DEFGRID3
* xyz -1 5
Rh 0.2884 -0.9490 0.3212
Cl 2.3962 -0.0625 0.5360
Cl -1.2765 -2.6541 0.1472
C -0.3208 -0.4733 2.1243
H -0.9897 -1.2118 2.5818
H 0.4612 -0.0100 2.7345
C -0.2638 -0.2864 -1.3886
C -0.8909 0.4009 1.0155
H 0.0561 -0.9483 -2.2184
C -0.5076 1.8625 1.1553
H -1.9219 0.1793 0.7155
C -0.9599 2.7259 -0.0197
H -0.9269 2.2520 2.0959
H 0.5817 1.8899 1.2552
C -0.2980 2.2755 -1.3203
H -2.0530 2.6746 -0.1166
H -0.7041 3.7727 0.1920
C -0.9239 0.9505 -1.8188
H -0.4581 3.0406 -2.0915
H 0.7861 2.1613 -1.1989
H -1.9891 0.8808 -1.5346
H -0.8724 0.9375 -2.9270
C 2.0658 -3.3273 0.2324
O 1.3827 -2.5313 -0.7397
H 2.8739 -2.6904 0.6075
H 2.4551 -4.2178 -0.2876
H 1.3815 -3.5958 1.0483
H 0.6281 -3.0460 -1.1009
*
```

## Properties
LUMO (alpha / beta)   3.6 / 2.6 eV
Energy relative to the best compared isomer or geometry (same formula, charge and spin)   0.0 kcal per mole

Here are the Löwdin charges for atoms 1 to 8, given in e: Rh 0.668; Cl -0.045; Cl -0.017; C -0.329; H 0.015; H 0.027; C -0.310; C -0.477